Record 1
# C5H12O2

2 unconnected molecules or ions with the total composition C5H12O2 (wB97M-V/def2-TZVPD, the OMol25 dataset).

Last columns: bonded neighbours and bond lengths (Å).
Element x y z (Å)
1 C -0.2628 -1.9430 0.9045  O2 1.493, C3 1.450, H7 1.281, H8 1.141
2 O 0.6831 -3.0403 0.5443  C1 1.493, H9 0.950
3 C 0.4701 -0.7242 1.1881  C1 1.450, C4 1.594, H10 1.168, H11 1.133
4 C 1.1666 0.1365 0.0411  C3 1.594, C5 1.532, H12 1.188, H13 1.190
5 C 0.0969 0.6907 -0.9052  C4 1.532, C6 1.331, H14 1.152
6 C 0.2318 1.1448 -2.1495  C5 1.331, H15 1.001, H16 1.122
7 H -1.1623 -1.6258 0.0502  C1 1.281
8 H -0.9860 -2.1379 1.7649  C1 1.141
9 H 1.0764 -2.8148 -0.2903  O2 0.950
10 H 1.0397 -0.7424 2.2073  C3 1.168
11 H -0.3096 -0.0093 1.5937  C3 1.133
12 H 1.8829 1.0192 0.3853  C4 1.188
13 H 1.8183 -0.7867 -0.3326  C4 1.190
14 H -0.9411 0.5973 -0.4134  C5 1.152
15 H -0.4423 1.4734 -2.8124  C6 1.001
16 H 1.2273 1.1870 -2.6652  C6 1.122
17 H -2.2607 2.5686 -0.3592  O19 0.891
18 H -1.2528 2.5683 0.7457  O19 0.868
19 O -2.0757 2.4387 0.5026  H17 0.891, H18 0.868

Calculated values
**Gap between HOMO and LUMO (spin up / spin down)**: 2.85 / 8.00 eV
**Net charge**: -1
**Energy above the lowest of the compared OMol25 structures with the same formula, charge and spin**: 92.5 kcal/mol
**Spin multiplicity**: 2
**LUMO level (spin up / spin down)**: 4.08 / 3.99 eV

The molecule's natural (NBO) atomic charges, reported in e, are given here: atom 1 (C): -0.10, atom 2 (O): -0.80, atom 3 (C): -0.45, atom 4 (C): -0.44, atom 5 (C): -0.40, atom 6 (C): -0.70, atom 7 (H): 0.17, atom 8 (H): 0.18, atom 9 (H): 0.45, atom 10 (H): 0.19, atom 11 (H): 0.19, atom 12 (H): 0.18, atom 13 (H): 0.08, atom 14 (H): 0.17, atom 15 (H): 0.16, atom 16 (H): 0.14, atom 17 (H): 0.47, atom 18 (H): 0.46, atom 19 (O): -0.95


Record 2
# C57H83Cl2F7N9O3S

9 unconnected molecules or ions with the total composition C57H83Cl2F7N9O3S (wB97M-V/def2-TZVPD, the OMol25 dataset).

Last columns: bonded neighbours and bond lengths (Å).
Element x y z (Å)
1 C -5.6229 -1.2759 4.5911  C2 1.530, H40 1.091, H41 1.096, H42 1.096
2 C -4.7428 -1.2650 3.3397  C1 1.530, C3 1.529, H43 1.100, H44 1.099
3 C -5.4412 -1.8958 2.1349  C2 1.529, C4 1.542, H45 1.097, H46 1.099
4 C -4.6383 -1.8157 0.8204  C3 1.542, C5 1.532, H47 1.101, H48 1.096
5 C -4.2253 -3.1808 0.2599  C4 1.532, C6 1.542, H49 1.098, H50 1.096
6 C -3.3222 -3.9919 1.2105  C5 1.542, C7 1.544, H51 1.097, H52 1.094
7 C -1.8206 -3.9009 0.8649  C6 1.544, C8 1.544, H53 1.098, H54 1.094
8 C -0.8924 -3.8523 2.0983  C7 1.544, C9 1.538, H55 1.096, H56 1.097
9 C 0.3059 -4.8158 2.0892  C8 1.538, C10 1.540, H57 1.096, H58 1.096
10 C 1.0818 -4.9169 0.7623  C9 1.540, C11 1.544, H59 1.093, H60 1.097
11 C 1.3959 -3.5598 0.0974  C10 1.544, C12 1.531, H61 1.095, H62 1.099
12 C 2.8772 -3.1778 0.1582  C11 1.531, C13 1.538, H63 1.098, H64 1.094
13 C 3.2704 -2.0143 -0.7682  C12 1.538, C14 1.528, H65 1.095, H66 1.095
14 C 2.2498 -0.8864 -0.6277  C13 1.528, N15 1.524, H67 1.092, H68 1.090
15 N 2.7617 0.5058 -0.9757  C14 1.524, Cl16 1.762, C17 1.511, C26 1.514
16 Cl 1.3521 1.5569 -0.8638  N15 1.762
17 C 3.3451 0.6075 -2.3655  N15 1.511, C18 1.538, H69 1.092, H70 1.089
18 C 4.2595 1.8438 -2.3887  C17 1.538, Cl19 1.793, C20 1.558, C24 1.559
19 Cl 3.2933 3.2743 -2.8731  C18 1.793
20 C 5.4179 1.6187 -3.4060  C18 1.558, C21 1.536, H71 1.098, H72 1.093
21 C 5.8918 2.8108 -4.2504  C20 1.536, C22 1.536, H73 1.093, H74 1.094
22 C 5.0605 3.0801 -5.5141  C21 1.536, O23 1.427, H75 1.096, H76 1.095
23 O 5.7671 2.4991 -6.6099  C22 1.427, H77 0.967
24 C 4.7672 1.9810 -0.9212  C18 1.559, C25 1.525, C26 1.560, H78 1.093
25 C 5.0096 3.3972 -0.4090  C24 1.525, H79 1.091, H80 1.089, H81 1.094
26 C 3.8831 1.0023 -0.0886  N15 1.514, C24 1.560, S27 1.822, H82 1.095
27 S 3.5579 1.2572 1.6855  C26 1.822, O28 1.429, O29 1.425, C30 1.911
28 O 2.6880 0.1960 2.0849  S27 1.429
29 O 4.8775 1.4195 2.1973  S27 1.425
30 C 2.6638 2.8948 2.0966  S27 1.911, F31 1.325, F32 1.312, C33 1.556
31 F 2.3613 3.5813 1.0049  C30 1.325
32 F 3.5394 3.5645 2.8077  C30 1.312
33 C 1.3970 2.7282 2.9850  C30 1.556, F34 1.340, F35 1.323, C36 1.553
34 F 1.7175 1.8564 3.9506  C33 1.340
35 F 1.1612 3.9199 3.5095  C33 1.323
36 C 0.0614 2.2644 2.3417  C33 1.553, F37 1.327, F38 1.311, F39 1.311
37 F 0.1993 1.1201 1.6846  C36 1.327
38 F -0.8222 2.1029 3.2966  C36 1.311
39 F -0.3568 3.1751 1.4959  C36 1.311
40 H -5.0596 -1.0022 5.4846  C1 1.091
41 H -6.0552 -2.2763 4.7080  C1 1.096
42 H -6.4592 -0.5803 4.4577  C1 1.096
43 H -3.8121 -1.8157 3.5395  C2 1.100
44 H -4.4433 -0.2363 3.0964  C2 1.099
45 H -6.4209 -1.4209 2.0024  C3 1.097
46 H -5.6360 -2.9508 2.3750  C3 1.099
47 H -3.7417 -1.1957 0.9764  C4 1.101
48 H -5.2285 -1.2963 0.0569  C4 1.096
49 H -3.6960 -3.0254 -0.6899  C5 1.098
50 H -5.1296 -3.7483 0.0114  C5 1.096
51 H -3.6324 -5.0423 1.1574  C6 1.097
52 H -3.4813 -3.6641 2.2423  C6 1.094
53 H -1.6760 -2.9896 0.2699  C7 1.098
54 H -1.5521 -4.7432 0.2197  C7 1.094
55 H -1.4844 -4.0570 2.9973  C8 1.096
56 H -0.5192 -2.8296 2.2351  C8 1.097
57 H 0.9985 -4.5092 2.8818  C9 1.096
58 H -0.0390 -5.8200 2.3614  C9 1.096
59 H 0.5560 -5.5647 0.0559  C10 1.093
60 H 2.0283 -5.4288 0.9776  C10 1.097
61 H 0.8009 -2.7820 0.5863  C11 1.095
62 H 1.0726 -3.5822 -0.9531  C11 1.099
63 H 3.1374 -2.8923 1.1855  C12 1.098
64 H 3.4913 -4.0469 -0.0963  C12 1.094
65 H 4.2794 -1.6997 -0.4837  C13 1.095
66 H 3.3114 -2.3560 -1.8079  C13 1.095
67 H 1.4040 -1.0477 -1.2998  C14 1.092
68 H 1.8645 -0.7993 0.3883  C14 1.090
69 H 3.8995 -0.3157 -2.5479  C17 1.092
70 H 2.5295 0.6666 -3.0845  C17 1.089
71 H 5.1021 0.8256 -4.0963  C20 1.098
72 H 6.2701 1.2210 -2.8480  C20 1.093
73 H 5.9852 3.7203 -3.6505  C21 1.093
74 H 6.9011 2.5635 -4.5931  C21 1.094
75 H 4.0743 2.6110 -5.4275  C22 1.096
76 H 4.8855 4.1511 -5.6583  C22 1.095
77 H 5.3969 2.8267 -7.4409  O23 0.967
78 H 5.7473 1.4962 -0.9271  C24 1.093
79 H 5.4579 3.3689 0.5852  C25 1.091
80 H 4.1107 4.0114 -0.4043  C25 1.089
81 H 5.7291 3.8826 -1.0750  C25 1.094
82 H 4.4896 0.1033 0.0628  C26 1.095
83 N 0.6589 -0.9507 4.9460  C84 1.369, C87 1.370, H88 1.001
84 C 1.0671 -1.8173 5.9240  N83 1.369, C85 1.369, H89 1.077
85 C 0.1385 -2.8196 6.0077  C84 1.369, C86 1.423, H90 1.077
86 C -0.8703 -2.5456 5.0429  C85 1.423, C87 1.369, H91 1.077
87 C -0.5217 -1.3855 4.4049  N83 1.370, C86 1.369, H92 1.078
88 H 1.1578 -0.1294 4.6663  N83 1.001
89 H 1.9776 -1.6462 6.4737  C84 1.077
90 H 0.1732 -3.6536 6.6881  C85 1.077
91 H -1.7543 -3.1297 4.8474  C86 1.077
92 H -1.0169 -0.8365 3.6206  C87 1.078
93 N 3.1928 1.6978 6.7548  C94 1.369, C97 1.370, H98 1.002
94 C 3.1772 1.5396 8.1145  N93 1.369, C95 1.369, H99 1.076
95 C 4.4653 1.3227 8.5230  C94 1.369, C96 1.422, H100 1.077
96 C 5.2901 1.3504 7.3650  C95 1.422, C97 1.369, H101 1.077
97 C 4.4768 1.5845 6.2893  N93 1.370, C96 1.369, H102 1.078
98 H 2.3839 1.8735 6.1895  N93 1.002
99 H 2.2574 1.5928 8.6710  C94 1.076
100 H 4.7836 1.1616 9.5391  C95 1.077
101 H 6.3581 1.2156 7.3291  C96 1.077
102 H 4.7029 1.6806 5.2400  C97 1.078
103 N 3.5466 0.1445 -6.2921  C104 1.368, C107 1.373, H108 1.007
104 C 3.1823 -0.9454 -7.0339  N103 1.368, C105 1.370, H109 1.077
105 C 1.8275 -1.1075 -6.9149  C104 1.370, C106 1.419, H110 1.077
106 C 1.3465 -0.0702 -6.0739  C105 1.419, C107 1.370, H111 1.078
107 C 2.4281 0.6897 -5.7126  N103 1.373, C106 1.370, H112 1.077
108 H 4.4791 0.5189 -6.2196  N103 1.007
109 H 3.9146 -1.5103 -7.5848  C104 1.077
110 H 1.2371 -1.8756 -7.3858  C105 1.077
111 H 0.3215 0.1023 -5.7889  C106 1.078
112 H 2.4878 1.5884 -5.1229  C107 1.077
113 N -5.6755 -6.2587 3.5595  C114 1.370, C117 1.368, H118 1.003
114 C -5.4154 -5.4786 4.6553  N113 1.370, C115 1.371, H119 1.077
115 C -6.5856 -5.3391 5.3556  C114 1.371, C116 1.421, H120 1.078
116 C -7.5885 -6.0543 4.6470  C115 1.421, C117 1.368, H121 1.077
117 C -6.9962 -6.6145 3.5479  N113 1.368, C116 1.368, H122 1.076
118 H -5.0007 -6.5240 2.8660  N113 1.003
119 H -4.4272 -5.0923 4.8401  C114 1.077
120 H -6.7139 -4.7803 6.2682  C115 1.078
121 H -8.6276 -6.1468 4.9155  C116 1.077
122 H -7.4028 -7.2238 2.7593  C117 1.076
123 N 3.3745 7.5748 -6.5734  C124 1.368, C127 1.367, H128 1.004
124 C 3.5752 6.8378 -5.4389  N123 1.368, C125 1.373, H129 1.077
125 C 2.5537 5.9252 -5.3529  C124 1.373, C126 1.422, H130 1.077
126 C 1.7111 6.1175 -6.4818  C125 1.422, C127 1.369, H131 1.077
127 C 2.2468 7.1431 -7.2142  N123 1.367, C126 1.369, H132 1.076
128 H 3.9658 8.3233 -6.8879  N123 1.004
129 H 4.4162 7.0272 -4.7926  C124 1.077
130 H 2.4253 5.2048 -4.5632  C125 1.077
131 H 0.8147 5.5720 -6.7238  C126 1.077
132 H 1.9181 7.6011 -8.1311  C127 1.076
133 N 1.9982 8.0876 -2.6672  C134 1.366, C137 1.366, H138 1.006
134 C 2.1829 7.0535 -1.7936  N133 1.366, C135 1.371, H139 1.076
135 C 2.0071 7.5366 -0.5224  C134 1.371, C136 1.421, H140 1.078
136 C 1.7026 8.9198 -0.6361  C135 1.421, C137 1.370, H141 1.077
137 C 1.7044 9.2263 -1.9714  N133 1.366, C136 1.370, H142 1.076
138 H 2.0720 8.0117 -3.6678  N133 1.006
139 H 2.4176 6.0629 -2.1423  C134 1.076
140 H 2.0852 6.9655 0.3886  C135 1.078
141 H 1.5047 9.6080 0.1682  C136 1.077
142 H 1.5211 10.1569 -2.4804  C137 1.076
143 N -9.9517 -2.0334 4.1159  C144 1.368, C147 1.369, H148 1.003
144 C -9.7985 -3.3806 4.3003  N143 1.368, C145 1.370, H149 1.076
145 C -11.0245 -3.9658 4.1267  C144 1.370, C146 1.422, H150 1.078
146 C -11.9519 -2.9304 3.8254  C145 1.422, C147 1.369, H151 1.077
147 C -11.2590 -1.7496 3.8267  N143 1.369, C146 1.369, H152 1.076
148 H -9.2148 -1.3565 4.1887  N143 1.003
149 H -8.8385 -3.8053 4.5357  C144 1.076
150 H -11.2369 -5.0193 4.2058  C145 1.078
151 H -13.0058 -3.0411 3.6323  C146 1.077
152 H -11.5847 -0.7392 3.6483  C147 1.076
153 N -1.5706 -2.6796 -8.4481  C154 1.369, C157 1.368, H158 1.003
154 C -2.1866 -2.1309 -7.3560  N153 1.369, C155 1.370, H159 1.077
155 C -2.6379 -0.8875 -7.7109  C154 1.370, C156 1.422, H160 1.077
156 C -2.2792 -0.6787 -9.0710  C155 1.422, C157 1.369, H161 1.077
157 C -1.6236 -1.8021 -9.4969  N153 1.368, C156 1.369, H162 1.076
158 H -1.1469 -3.5887 -8.4776  N153 1.003
159 H -2.2543 -2.6699 -6.4264  C154 1.077
160 H -3.1715 -0.2050 -7.0704  C155 1.077
161 H -2.4855 0.1932 -9.6687  C156 1.077
162 H -1.1966 -2.0509 -10.4532  C157 1.076

Calculated values
**Gap between HOMO and LUMO**: 4.89 eV
**Net charge**: +1
**LUMO level**: -4.17 eV

Results of the Mulliken charge analysis, in e, for atoms 1 through 99: atom 1 (C): -1.21, atom 2 (C): 0.36, atom 3 (C): -0.36, atom 4 (C): -0.48, atom 5 (C): -1.32, atom 6 (C): 0.22, atom 7 (C): -0.23, atom 8 (C): 0.44, atom 9 (C): -1.57, atom 10 (C): -1.05, atom 11 (C): 0.48, atom 12 (C): -1.25, atom 13 (C): -0.39, atom 14 (C): -0.70, atom 15 (N): 0.79, atom 16 (Cl): 0.09, atom 17 (C): -1.95, atom 18 (C): 2.30, atom 19 (Cl): 0.12, atom 20 (C): -1.07, atom 21 (C): -1.32, atom 22 (C): 0.40, atom 23 (O): -0.61, atom 24 (C): -0.79, atom 25 (C): -1.93, atom 26 (C): -0.44, atom 27 (S): 1.24, atom 28 (O): -0.44, atom 29 (O): -0.64, atom 30 (C): 0.47, atom 31 (F): -0.17, atom 32 (F): -0.23, atom 33 (C): 0.72, atom 34 (F): -0.12, atom 35 (F): -0.27, atom 36 (C): 0.34, atom 37 (F): 0.01, atom 38 (F): -0.26, atom 39 (F): -0.27, atom 40 (H): 0.39, atom 41 (H): 0.12, atom 42 (H): 0.31, atom 43 (H): -0.31, atom 44 (H): 0.35, atom 45 (H): 0.55, atom 46 (H): 0.02, atom 47 (H): 0.07, atom 48 (H): 0.39, atom 49 (H): 0.41, atom 50 (H): 0.41, atom 51 (H): 0.20, atom 52 (H): -0.04, atom 53 (H): 0.21, atom 54 (H): 0.23, atom 55 (H): 0.50, atom 56 (H): -0.57, atom 57 (H): 0.33, atom 58 (H): 0.41, atom 59 (H): 0.43, atom 60 (H): 0.51, atom 61 (H): -0.27, atom 62 (H): 0.38, atom 63 (H): 0.24, atom 64 (H): 0.48, atom 65 (H): 0.36, atom 66 (H): 0.45, atom 67 (H): 0.63, atom 68 (H): 0.07, atom 69 (H): 0.42, atom 70 (H): 0.38, atom 71 (H): 0.37, atom 72 (H): 0.63, atom 73 (H): 0.21, atom 74 (H): 0.61, atom 75 (H): -0.12, atom 76 (H): 0.09, atom 77 (H): 0.33, atom 78 (H): 0.39, atom 79 (H): 0.45, atom 80 (H): 0.43, atom 81 (H): 0.47, atom 82 (H): 0.00, atom 83 (N): 0.21, atom 84 (C): -0.50, atom 85 (C): -1.34, atom 86 (C): -0.11, atom 87 (C): -0.72, atom 88 (H): 0.11, atom 89 (H): 0.51, atom 90 (H): 0.44, atom 91 (H): 0.75, atom 92 (H): 0.70, atom 93 (N): 0.14, atom 94 (C): -0.60, atom 95 (C): -0.38, atom 96 (C): -0.72, atom 97 (C): -0.27, atom 98 (H): 0.14, atom 99 (H): 0.41


Record 3
# C3H3BrFNO

C3H3BrFNO in the gas phase (wB97M-V/def2-TZVPD, the OMol25 dataset).

Last columns: bonded neighbours and bond lengths (Å).
Element x y z (Å)
1 O 0.6221 -2.2119 -0.5323  C2 1.169
2 C 0.2341 -1.1425 -0.2624  O1 1.169, N3 1.317, C5 1.580
3 N -0.8619 -0.4719 -0.5495  C2 1.317, C4 1.447, H8 0.986
4 C -0.6918 0.7687 0.1759  N3 1.447, C5 1.688, H9 1.074, H10 1.184
5 C 0.8406 0.1218 0.4661  C2 1.580, C4 1.688, F6 1.352, Br7 1.934
6 F 1.1830 -0.0237 1.7656  C5 1.352
7 Br 2.3193 0.9761 -0.4414  C5 1.934
8 H -1.6253 -0.5144 -1.1726  N3 0.986
9 H -1.4004 0.7152 0.9817  C4 1.074
10 H -0.6198 1.7828 -0.4313  C4 1.184

Calculated values
**Gap between HOMO and LUMO**: 10.82 eV
**Net charge**: 0
**Energy above the lowest of the compared OMol25 structures with the same formula, charge and spin**: 1.0 kcal/mol
**SMILES string**: O=C1NC[C@]1(F)Br
**LUMO level**: 0.64 eV

The molecule's natural (NBO) atomic charges, reported in e, are given here: atom 1 (O): -0.54, atom 2 (C): 0.62, atom 3 (N): -0.61, atom 4 (C): -0.25, atom 5 (C): 0.23, atom 6 (F): -0.32, atom 7 (Br): 0.04, atom 8 (H): 0.41, atom 9 (H): 0.21, atom 10 (H): 0.21


What DFT total energy values result from the calculations? In sequence: -9469.5511; -134900.7233; -79455.8383 eV.
What strongest force on any atom values result from the calculations? In sequence: 7.59; 0.97; 3.24 eV/Å.